{
  "formula": "C48H101N5O6",
  "method": "wB97M-V/def2-TZVPD",
  "relative_energy_kcal_mol": 1551.9,
  "total_charge": 0,
  "e_tot_ev": -71073.5215,
  "homo_ev": -6.60,
  "homo_lumo_gap_ev": 7.090,
  "lumo_ev": 0.5,
  "species": ["C", "C", "C", "C", "C", "C", "N", "O", "C", "C", "C", "H", "H", "H", "H", "H", "H", "H", "H", "H", "H", "H", "H", "H", "H", "H", "H", "H", "H", "H", "C", "C", "C", "C", "C", "C", "N", "O", "C", "C", "C", "H", "H", "H", "H", "H", "H", "H", "H", "H", "H", "H", "H", "H", "H", "H", "H", "H", "H", "H", "C", "C", "C", "C", "C", "C", "N", "O", "C", "C", "C", "H", "H", "H", "H", "H", "H", "H", "H", "H", "H", "H", "H", "H", "H", "H", "H", "H", "H", "H", "C", "C", "C", "C", "C", "C", "N", "O", "C", "C", "C", "H", "H", "H", "H", "H", "H", "H", "H", "H", "H", "H", "H", "H", "H", "H", "H", "H", "H", "H", "C", "C", "C", "C", "C", "C", "N", "O", "C", "C", "C", "H", "H", "H", "H", "H", "H", "H", "H", "H", "H", "H", "H", "H", "H", "H", "H", "H", "H", "H", "C", "C", "O", "C", "H", "H", "H", "H", "H", "H"],
  "xyz": [[-2.3366, -2.9171, 2.2689], [-2.1954, -2.3599, 0.8369], [-2.9932, -3.1003, -0.2468], [-4.5003, -2.7774, -0.3454], [-4.6253, -1.2698, -0.4902], [-3.8590, -0.4521, 0.6123], [-2.5789, -0.9559, 0.8170], [-1.8065, -0.2063, 1.6674], [-3.8223, 0.9372, 0.0063], [-4.8110, -0.3724, 1.8071], [-0.6542, -2.5569, 0.4384], [-1.8293, -3.8810, 2.3078], [-3.3145, -3.0669, 2.7264], [-1.6246, -2.4371, 2.9403], [-2.5649, -2.9157, -1.2320], [-2.9452, -4.1762, -0.0788], [-5.1084, -3.2173, 0.4450], [-4.8532, -3.2485, -1.2629], [-5.6926, -1.1770, -0.2891], [-4.5313, -0.9901, -1.5395], [-3.0684, 0.8188, -0.7720], [-4.7809, 1.3363, -0.3254], [-3.4243, 1.6827, 0.6946], [-5.7442, 0.1388, 1.5706], [-5.0318, -1.3466, 2.2434], [-4.3253, 0.1610, 2.6243], [-0.1357, -2.1299, 1.2968], [-0.2965, -2.0911, -0.4799], [-0.4482, -3.6101, 0.6288], [-1.4038, 0.4297, 1.0716], [-2.3606, -0.8819, -5.6176], [-1.3770, -0.0997, -4.7373], [-2.3012, 1.0167, -4.0774], [-1.6482, 1.8140, -2.9452], [-1.2072, 0.8134, -1.9341], [-0.2673, -0.2954, -2.4846], [-0.7903, -0.9879, -3.7318], [-0.0112, -1.9746, -4.3977], [1.2099, 0.3139, -2.5613], [-0.2494, -1.3302, -1.2619], [-0.3599, 0.6440, -5.6495], [-1.8535, -1.5198, -6.3415], [-2.9949, -0.2182, -6.2052], [-3.1428, -1.4560, -5.1209], [-2.5590, 1.8042, -4.7855], [-3.2964, 0.6264, -3.8643], [-2.3221, 2.5862, -2.5741], [-0.8793, 2.4065, -3.4412], [-2.0405, 0.3719, -1.3875], [-0.7355, 1.3231, -1.0939], [1.8248, -0.2991, -3.2203], [1.2995, 1.2899, -3.0383], [1.6341, 0.4532, -1.5669], [-0.2673, -0.9534, -0.2392], [-1.0684, -2.0484, -1.2220], [0.6389, -1.9606, -1.2220], [-0.8302, 1.1712, -6.4796], [0.4354, 0.0543, -6.1054], [0.4215, 1.2021, -5.1337], [-0.4618, -2.7895, -4.1644], [4.0669, -1.8076, -1.6560], [3.4694, -0.9318, -0.4914], [1.9030, -1.2316, -0.4148], [1.6430, -2.5844, 0.1893], [2.1744, -2.5408, 1.6251], [3.6610, -2.4291, 1.6511], [4.0491, -1.1406, 0.8583], [5.3456, -0.8597, 0.9351], [3.9917, -1.9785, 3.0870], [4.2988, -3.6712, 1.2143], [3.7923, 0.6183, -0.8443], [3.6981, -1.6137, -2.6632], [4.0775, -2.8846, -1.4882], [5.1273, -1.5779, -1.7596], [1.3220, -0.4669, 0.1009], [1.5248, -1.2476, -1.4370], [2.0418, -3.4518, -0.3367], [0.5570, -2.5902, 0.2823], [1.8255, -3.3712, 2.2390], [1.7165, -1.6133, 1.9687], [3.4779, -1.0650, 3.3865], [3.7719, -2.7317, 3.8437], [5.0634, -1.8970, 3.2687], [5.3827, -3.6420, 1.1024], [3.9872, -4.4557, 1.9038], [3.9228, -4.0995, 0.2852], [3.7292, 0.9713, -1.8737], [4.7642, 0.9810, -0.5099], [3.0512, 1.2495, -0.3539], [5.3561, -0.1597, 1.5920], [-1.4142, -2.5545, 6.5309], [-0.8653, -2.6314, 5.1215], [-0.5137, -1.1768, 4.7100], [0.2228, -1.0850, 3.4279], [1.4986, -1.9568, 3.6305], [1.2664, -3.4632, 3.9009], [0.3200, -3.4921, 5.0996], [-0.0429, -4.7937, 5.4000], [0.8398, -4.1620, 2.5877], [2.6715, -4.0009, 4.3006], [-2.0298, -3.1084, 4.1626], [-0.6739, -2.1484, 7.2202], [-1.6273, -3.5909, 6.7925], [-2.3627, -2.0245, 6.6181], [-1.4099, -0.5576, 4.7497], [0.1647, -0.8373, 5.4927], [0.4618, -0.0870, 3.0606], [-0.2682, -1.4533, 2.5271], [2.1810, -1.4575, 4.3184], [2.0655, -1.8984, 2.7013], [-0.1408, -3.8486, 2.2294], [1.4518, -3.7344, 1.7936], [0.9249, -5.2486, 2.5964], [3.5865, -3.5206, 3.9540], [2.7000, -3.6984, 5.3474], [2.8538, -5.0755, 4.3038], [-2.8350, -2.3754, 4.1130], [-2.4488, -4.0056, 4.6182], [-1.7928, -3.3226, 3.1205], [0.3486, -4.9889, 6.2545], [-0.1028, 3.2317, -1.0629], [-0.0881, 4.4996, -1.9306], [-0.7820, 5.5954, -1.0563], [-0.4963, 7.0454, -1.5208], [0.9488, 7.3950, -1.7940], [1.6276, 6.3609, -2.8124], [1.2658, 4.9896, -2.3683], [2.0813, 4.0375, -2.9432], [1.3861, 6.7195, -4.2288], [3.1471, 6.6793, -2.6090], [-0.9352, 4.1986, -3.1733], [0.6114, 3.2705, -0.2404], [0.3067, 2.3975, -1.6326], [-1.1291, 2.9795, -0.7958], [-1.8591, 5.5214, -0.9061], [-0.4110, 5.5319, -0.0333], [-1.0315, 7.7103, -0.8429], [-1.0358, 7.1765, -2.4588], [1.6020, 7.5754, -0.9403], [1.0287, 8.4525, -2.0456], [1.5868, 5.8337, -4.8315], [0.3999, 7.0930, -4.5045], [1.9996, 7.4222, -4.7927], [3.6760, 6.2033, -3.4348], [3.2520, 7.7256, -2.8958], [3.5944, 6.3800, -1.6611], [-1.1986, 5.0138, -3.8472], [-1.9136, 4.0098, -2.7316], [-0.6240, 3.2881, -3.6853], [2.7478, 3.7912, -2.2977], [-1.6443, 2.3353, 0.6961], [-0.9126, 1.0664, 0.6636], [-1.3414, 0.2154, -0.0781], [0.3379, 0.8816, 1.6118], [-1.1821, 2.9248, -0.0957], [-1.3971, 2.9779, 1.5412], [-2.6800, 2.1803, 0.3938], [1.1292, 0.1904, 1.3219], [0.0777, 0.4836, 2.5926], [0.8994, 1.8113, 1.7041]],
  "mulliken_charge": [-0.989, 0.820, -0.700, -1.088, -1.294, 1.801, 1.465, -1.152, -1.296, -1.919, -0.542, 0.785, 1.070, -1.019, 0.497, 0.382, 0.409, 0.571, 0.329, 0.431, 0.049, 0.725, 0.618, 0.461, 0.382, 0.320, 0.923, -1.028, 1.137, 1.068, -2.026, 1.860, -2.877, -0.018, 0.109, 0.405, 1.049, -0.586, -1.593, -0.528, -1.600, 0.410, 0.440, 0.350, 0.761, 0.388, 1.113, -1.307, -0.413, -0.355, 0.325, 0.045, -0.260, 0.050, -0.183, 1.292, 0.344, 0.406, 0.162, 0.373, -1.878, 1.550, -1.304, 0.393, -0.264, 0.971, 0.528, -0.561, -2.002, -1.737, -1.748, 0.315, 0.236, 0.510, 0.081, 0.472, 0.213, -1.508, 0.527, -0.746, 0.722, -0.360, 0.618, 0.352, 0.433, 0.357, 0.318, 0.503, 0.413, 0.376, -2.190, 1.765, -1.801, -0.270, -1.477, 1.333, 0.235, -0.496, 0.336, -2.014, -1.227, 0.419, 0.487, 0.326, 0.345, 0.667, -0.032, -0.357, 2.312, -0.858, -0.296, -0.084, 0.379, 0.843, 0.703, 0.163, 0.479, 0.320, -0.700, 0.399, -0.531, 0.937, -1.023, -1.039, -1.327, 1.488, 0.619, -0.437, -1.790, -2.161, -1.884, 1.308, -0.193, 0.014, 0.431, 0.490, 0.514, 0.338, 0.515, 0.475, 0.419, 0.303, 0.410, 0.451, 0.523, 0.410, 0.412, 0.631, 0.965, 0.305, -0.930, 1.285, -0.556, -0.919, -0.471, 0.651, -0.856, 0.240, 0.093, 1.050]
}